Record 1
Formula: C26H51NO8
Source: OMol25
Level of theory: ωB97M-V/def2-TZVPD

Positions of all 86 atoms, in Å:
C1 4.720 -3.223 -3.480
C2 3.469 -2.744 -2.792
N1 2.597 -2.281 -2.241
H1 4.371 -4.133 -3.969
H2 5.386 -3.576 -2.693
H3 5.102 -2.444 -4.140
C3 -2.648 -2.835 0.606
C4 -2.036 -3.813 -0.389
O1 -2.619 -4.001 -1.444
C5 -0.737 -4.574 -0.044
H4 -2.220 -1.835 0.536
H5 -2.629 -3.355 1.564
H6 -3.727 -2.854 0.453
H7 -0.292 -5.084 -0.898
H8 -1.058 -5.408 0.579
H9 -0.141 -3.862 0.528
C6 -2.944 3.581 1.821
C7 -1.929 3.828 2.973
O2 -2.281 3.619 4.130
C8 -0.485 4.303 2.573
H10 -3.644 2.825 2.177
H11 -2.410 3.375 0.893
H12 -3.432 4.556 1.843
H13 -0.420 5.339 2.242
H14 -0.219 3.683 1.717
H15 0.251 3.927 3.283
C9 -4.000 1.195 -1.447
C10 -5.113 0.315 -1.927
O3 -6.256 0.693 -1.708
C11 -4.851 -1.046 -2.601
H16 -3.023 0.736 -1.596
H17 -4.121 1.549 -0.423
H18 -4.095 2.066 -2.097
H19 -4.587 -1.834 -1.895
H20 -3.987 -0.888 -3.246
H21 -5.659 -1.324 -3.277
C12 6.937 -1.578 3.417
C13 5.825 -2.649 3.172
O4 5.485 -3.286 4.140
C14 5.086 -2.760 1.877
H22 7.815 -2.170 3.674
H23 6.810 -1.000 4.332
H24 6.999 -1.034 2.474
H25 5.843 -3.057 1.151
H26 4.376 -1.960 1.665
H27 4.514 -3.685 1.955
C15 1.104 -1.057 0.361
C16 0.275 -0.048 1.213
O5 0.227 -0.067 2.481
C17 -0.652 0.809 0.441
H28 2.182 -1.006 0.511
H29 0.901 -1.021 -0.709
H30 0.843 -2.098 0.552
H31 -1.473 0.908 1.151
H32 -1.016 0.528 -0.546
H33 -0.131 1.758 0.308
C18 -4.636 -0.540 2.534
C19 -5.968 -0.671 1.802
O6 -6.485 -1.767 1.559
C20 -6.715 0.636 1.625
H34 -4.310 -1.509 2.913
H35 -4.714 0.187 3.342
H36 -3.873 -0.069 1.914
H37 -6.037 1.347 1.153
H38 -7.042 1.133 2.538
H39 -7.512 0.406 0.917
C21 5.208 0.444 -0.536
C22 6.512 -0.067 -1.075
O7 6.488 -1.171 -1.586
C23 7.727 0.844 -1.004
H40 4.444 -0.333 -0.537
H41 4.940 1.258 -1.210
H42 5.337 0.747 0.504
H43 8.434 0.495 -1.756
H44 8.275 0.609 -0.091
H45 7.384 1.877 -0.935
C24 -1.258 2.601 -3.898
C25 -1.058 3.381 -2.689
O8 -0.617 2.819 -1.720
C26 -1.647 4.815 -2.647
H46 -1.233 3.153 -4.838
H47 -2.172 2.027 -3.748
H48 -0.394 1.937 -3.880
H49 -0.853 5.436 -3.061
H50 -1.923 5.096 -1.631
H51 -2.588 4.880 -3.193

Results
Spin multiplicity: 2
Net charge: +1
<S²>: 0.758
E_HOMO (spin up / spin down) in eV: -10.89 / -10.89
Max |F| in eV/A: 4.15
HOMO-LUMO gap (spin up / spin down) in eV: 5.61 / 1.79

=====

Record 2
Formula: C26H52N11O2SW
Source: OMol25
Level of theory: ωB97M-V/def2-TZVPD

Positions of all 93 atoms, in Å:
W1 -0.010 0.016 0.036
C1 5.247 -0.322 -0.032
N1 4.065 0.218 0.619
C2 4.211 1.583 1.113
C3 3.167 -0.602 1.287
N2 1.888 -0.433 1.109
C4 1.123 -0.935 2.319
C5 -0.385 -0.439 2.629
N3 -1.397 -0.025 1.614
C6 -2.148 -1.063 0.895
C7 -1.353 -2.417 0.862
N4 0.048 -2.208 0.298
C8 0.486 -3.289 -0.390
N5 0.118 -4.547 -0.126
C9 0.405 -5.647 -1.053
C10 0.008 -4.979 1.276
N6 1.298 -3.204 -1.608
C11 2.653 -2.491 -1.512
C12 0.508 -2.823 -2.728
C13 -1.753 1.402 1.612
C14 -0.532 2.315 1.952
N7 0.661 1.828 1.169
C15 1.057 2.753 0.252
N8 1.299 2.406 -1.161
C16 0.436 1.292 -1.700
C17 2.657 2.363 -1.700
N9 1.074 4.080 0.409
C18 1.677 4.639 1.623
C19 1.008 5.007 -0.721
N10 3.724 -1.480 2.177
C20 4.758 -1.077 3.121
C21 3.542 -2.916 2.019
H1 5.500 0.295 -0.897
H2 6.116 -0.332 0.633
H3 5.070 -1.335 -0.391
H4 4.469 2.267 0.303
H5 3.298 1.936 1.592
H6 5.015 1.642 1.853
H7 1.129 -2.020 2.343
H8 1.669 -0.624 3.214
H9 -0.848 -1.220 3.240
H10 -0.294 0.333 3.389
H11 -3.132 -1.228 1.355
H12 -2.334 -0.732 -0.164
H13 -1.300 -2.844 1.863
H14 -1.936 -3.098 0.239
H15 0.051 -5.429 -2.057
H16 1.473 -5.863 -1.087
H17 -0.117 -6.546 -0.729
H18 -1.033 -5.178 1.534
H19 0.577 -5.894 1.436
H20 0.406 -4.234 1.963
H21 3.240 -2.898 -0.689
H22 3.221 -2.685 -2.424
H23 2.534 -1.377 -1.389
H24 -0.408 -3.417 -2.800
H25 0.197 -1.782 -2.613
H26 1.064 -2.957 -3.652
H27 -2.122 1.686 0.627
H28 -2.563 1.602 2.321
H29 -0.837 3.336 1.719
H30 -0.301 2.303 3.016
H31 -0.812 1.590 -1.601
H32 0.591 1.121 -2.847
H33 0.674 0.275 -1.128
H34 3.126 1.389 -1.537
H35 2.630 2.545 -2.777
H36 3.283 3.137 -1.261
H37 1.144 5.538 1.930
H38 1.652 3.937 2.454
H39 2.721 4.901 1.434
H40 1.980 5.114 -1.207
H41 0.275 4.681 -1.454
H42 0.698 5.991 -0.370
H43 4.620 -0.046 3.440
H44 4.703 -1.697 4.016
H45 5.760 -1.193 2.699
H46 2.655 -3.154 1.432
H47 4.409 -3.353 1.514
H48 3.430 -3.400 2.991
O1 -1.527 -0.691 -1.159
N11 -1.307 -0.960 -2.573
C22 -2.390 -1.371 -3.277
C23 -2.266 -1.657 -4.594
C24 -0.998 -1.520 -5.230
C25 0.101 -1.113 -4.549
C26 0.004 -0.811 -3.116
S1 1.366 -0.271 -2.115
H49 -3.323 -1.451 -2.737
H50 -3.119 -1.984 -5.170
H51 -0.931 -1.749 -6.286
H52 1.067 -0.997 -5.022
O2 -0.561 1.614 -0.843

Results
Relative energy (zero: lowest compared OMol25 entry of this formula, charge and spin) in kcal/mol: 528.3
Net charge: +3
E_HOMO in eV: -15.44
Max |F| in eV/A: 18.04
HOMO-LUMO gap in eV: 6.80

=====

Record 3
Formula: C26H52N5O2
Source: OMol25
Level of theory: ωB97M-V/def2-TZVPD

Positions of all 85 atoms, in Å:
C1 7.631 -0.945 0.375
C2 6.133 -0.393 0.154
C3 5.463 0.182 1.522
C4 3.957 0.651 1.116
C5 3.871 2.200 0.718
C6 2.390 2.661 0.220
C7 2.630 3.671 -1.015
C8 1.321 4.464 -1.483
C9 0.124 3.518 -2.005
C10 0.589 2.391 -3.062
C11 -0.121 1.002 -2.620
C12 -1.697 0.987 -3.027
C13 -2.469 -0.319 -2.488
N1 -2.402 -0.520 -0.997
C14 -3.567 -0.114 -0.203
N2 -3.903 1.054 0.330
C15 -3.038 2.260 0.159
C16 -2.303 2.544 1.592
C17 -0.786 2.009 1.471
N3 -0.495 0.950 2.516
N4 -4.477 -1.264 0.070
C18 -3.445 -2.335 0.388
C19 -2.825 -2.155 1.858
C20 -1.741 -3.264 2.284
C21 -4.253 -3.719 0.342
C22 -5.576 -3.755 1.243
N5 -5.466 -4.210 2.477
C23 -2.486 -2.036 -0.887
C24 -1.132 -2.888 -1.044
C25 0.188 -2.161 -0.498
O1 1.294 -3.118 -0.692
C26 1.856 -3.506 0.556
O2 3.068 -3.810 0.577
H1 8.275 -0.506 -0.470
H2 7.605 -2.082 0.176
H3 8.046 -0.696 1.415
H4 6.082 0.483 -0.594
H5 5.408 -1.214 -0.209
H6 6.077 1.013 2.005
H7 5.360 -0.690 2.275
H8 3.296 0.475 2.034
H9 3.653 -0.052 0.248
H10 4.132 2.818 1.647
H11 4.646 2.501 -0.086
H12 1.951 3.286 1.089
H13 1.710 1.775 -0.032
H14 3.376 4.466 -0.628
H15 3.176 3.116 -1.859
H16 0.905 5.039 -0.567
H17 1.543 5.271 -2.282
H18 -0.673 4.172 -2.527
H19 -0.370 2.966 -1.121
H20 1.717 2.304 -3.188
H21 0.173 2.673 -4.105
H22 0.415 0.150 -3.176
H23 0.051 0.825 -1.506
H24 -2.222 1.976 -2.801
H25 -1.691 0.893 -4.181
H26 -2.041 -1.205 -3.090
H27 -3.579 -0.173 -2.783
H28 -4.768 1.180 0.887
H29 -2.308 2.207 -0.711
H30 -3.758 3.155 0.017
H31 -2.366 3.666 1.860
H32 -2.881 2.005 2.434
H33 -0.100 2.920 1.567
H34 -0.655 1.470 0.458
H35 -0.426 0.029 2.052
H36 0.394 1.215 2.960
H37 -5.073 -1.010 0.887
H38 -2.386 -1.105 2.054
H39 -3.703 -2.251 2.606
H40 -1.927 -3.627 3.367
H41 -0.719 -2.740 2.318
H42 -1.740 -4.207 1.641
H43 -4.580 -3.929 -0.746
H44 -3.605 -4.602 0.656
H45 -6.617 -3.454 0.878
H46 -4.469 -4.467 2.638
H47 -3.139 -2.493 -1.730
H48 -0.967 -3.131 -2.153
H49 -1.271 -3.860 -0.439
H50 0.116 -1.779 0.575
H51 0.442 -1.269 -1.163
H52 1.154 -3.539 1.456

Results
Net charge: +1
E_HOMO in eV: -12.14
Max |F| in eV/A: 5.12
SMILES: [H]/N=C\C[C@]1(CC)[NH+]=C(NCCCN)N(CCCCCCCCCCCCC)[C@H]1CCOC=O
HOMO-LUMO gap in eV: 8.75

=====

Record 4
Formula: C26H53AsB2F4N9O4SSi4TeV
Source: OMol25
Level of theory: ωB97M-V/def2-TZVPD

Positions of all 106 atoms, in Å:
V1 0.185 -0.255 0.583
C1 -3.977 0.548 -0.630
C2 -2.627 0.490 -0.005
N1 -1.641 -0.196 -0.468
O1 -1.786 -0.628 -1.805
B1 -0.767 0.296 -2.759
F1 -1.318 1.529 -2.614
F2 -0.950 -0.327 -3.964
O2 0.628 0.199 -2.415
N2 1.027 0.596 -1.157
C3 2.191 1.139 -1.073
C4 3.052 1.483 -2.236
C5 2.541 1.502 0.320
N3 1.781 0.943 1.186
O3 1.836 1.392 2.478
B2 0.762 2.407 2.702
F3 0.844 3.393 1.732
F4 0.879 2.844 3.991
O4 -0.656 1.812 2.634
N4 -1.018 1.194 1.504
C6 -2.286 1.201 1.243
C7 -3.277 1.916 2.096
C8 3.606 2.496 0.631
H1 -3.892 0.595 -1.713
H2 -4.548 1.400 -0.277
H3 -4.514 -0.369 -0.373
H4 2.498 1.385 -3.164
H5 3.919 0.820 -2.269
H6 3.424 2.502 -2.136
H7 -2.780 2.732 2.614
H8 -3.686 1.240 2.851
H9 -4.105 2.311 1.513
H10 4.565 2.151 0.240
H11 3.675 2.640 1.703
H12 3.373 3.455 0.167
N5 1.562 -3.750 -1.632
C9 0.924 -2.590 -1.511
N6 1.092 -2.114 -0.288
C10 1.908 -3.057 0.295
N7 2.199 -4.063 -0.491
C11 2.520 -2.939 1.626
C12 3.034 -4.048 2.295
N8 3.661 -3.922 3.456
C13 3.790 -2.688 3.939
C14 3.264 -1.586 3.279
N9 2.616 -1.716 2.128
H13 1.618 -4.354 -2.437
H14 0.389 -2.141 -2.325
H15 2.942 -5.043 1.879
H16 4.324 -2.582 4.875
H17 3.375 -0.580 3.669
C15 -2.452 -1.661 5.056
As1 -0.688 -1.707 4.295
C16 0.186 -3.220 5.098
C17 0.193 -0.130 4.918
S1 -0.787 -2.005 2.197
H18 -2.380 -1.588 6.140
H19 -2.980 -2.569 4.772
H20 -2.977 -0.794 4.660
H21 -0.097 -3.297 6.147
H22 1.264 -3.089 5.010
H23 -0.110 -4.119 4.564
H24 0.329 -0.188 5.997
H25 -0.405 0.739 4.655
H26 1.151 -0.046 4.414
C18 0.135 -3.195 -5.472
Si1 -1.398 -4.246 -5.220
C19 -1.004 -5.636 -4.017
C20 -1.953 -4.963 -6.859
Si2 -3.161 -2.962 -4.338
Te1 -2.610 -2.578 -1.867
Si3 -3.887 -1.096 -5.588
C21 -5.282 -1.796 -6.630
C22 -4.514 0.241 -4.438
C23 -2.560 -0.447 -6.726
Si4 -5.031 -4.262 -3.688
C24 -4.554 -5.406 -2.267
C25 -5.596 -5.320 -5.124
C26 -6.399 -3.108 -3.142
H27 1.022 -3.828 -5.562
H28 0.292 -2.487 -4.658
H29 0.059 -2.611 -6.390
H30 -0.095 -6.156 -4.333
H31 -1.804 -6.376 -3.984
H32 -0.862 -5.265 -2.999
H33 -1.145 -5.542 -7.312
H34 -2.229 -4.176 -7.563
H35 -2.811 -5.626 -6.741
H36 -6.112 -2.148 -6.016
H37 -4.942 -2.629 -7.249
H38 -5.668 -1.023 -7.299
H39 -5.049 -0.173 -3.581
H40 -5.196 0.909 -4.969
H41 -3.675 0.840 -4.075
H42 -2.143 -1.242 -7.347
H43 -1.748 0.023 -6.175
H44 -2.997 0.295 -7.399
H45 -3.871 -6.186 -2.607
H46 -5.449 -5.897 -1.875
H47 -4.086 -4.897 -1.418
H48 -4.820 -6.028 -5.423
H49 -5.866 -4.724 -5.996
H50 -6.474 -5.901 -4.831
H51 -6.098 -2.513 -2.277
H52 -7.281 -3.688 -2.859
H53 -6.693 -2.424 -3.940

Results
Relative energy (zero: lowest compared OMol25 entry of this formula, charge and spin) in kcal/mol: 0.0
Spin multiplicity: 4
Net charge: +1
<S²>: 3.767
E_HOMO (spin up / spin down) in eV: -9.79 / -10.68
Max |F| in eV/A: 0.44
HOMO-LUMO gap (spin up / spin down) in eV: 6.35 / 7.23